1.
Molecular formula: C3H9S
Method: DFT, ωB97M-V with the def2-TZVPD basis set

Last column: Mulliken charge in e.
CARTESIAN COORDINATES (ANGSTROEM)
C  -3.22246  -1.05512  0.36601  -0.81
C  -2.25331  -0.57487  1.59029  -0.68
H  -2.69647  -1.51238  -0.44552  0.32
H  -3.62774  -0.06843  -0.04540  0.21
H  -4.10636  -1.51310  0.84517  0.26
H  -1.25877  -0.38777  1.11788  0.10
H  -2.65257  0.35723  1.90479  0.29
H  -1.91082  -1.47725  2.14181  0.28
C  3.10131  0.67403  -0.72157  -0.74
S  1.24317  0.54010  -0.66071  -0.73
H  3.54757  1.67964  -0.70146  0.20
H  3.55364  0.04458  0.02896  0.19
H  3.50755  -0.02830  -1.68337  0.12

Output
Spin multiplicity ... 1
Total charge ... -1
Frontier orbital gap ... 6.0 eV

=====

2.
Molecular formula: C3H6N
Method: DFT, ωB97M-V with the def2-TZVPD basis set

Last column: Mulliken charge in e.
CARTESIAN COORDINATES (ANGSTROEM)
C  -1.69627  -0.62798  -0.04410  -0.48
C  -0.61827  0.08412  -0.34630  -0.17
N  0.66992  0.31316  0.55862  -0.09
C  1.83743  0.21936  -0.00266  0.02
H  -2.63264  -0.06202  -0.20993  0.24
H  -1.39385  -1.57303  0.33048  0.31
H  -1.06822  0.99774  -1.00018  0.24
H  0.48344  0.56522  1.56235  0.32
H  1.47563  -0.09279  -1.04753  0.28
H  2.94283  0.17622  0.19926  0.33

Output
Spin multiplicity ... 1
SMILES ... C=C[NH+]=C
Total charge ... +1
Frontier orbital gap ... 9.5 eV

=====

3.
Molecular formula: C2H8O5Si
Method: DFT, ωB97M-V with the def2-TZVPD basis set

Last column: Mulliken charge in e.
CARTESIAN COORDINATES (ANGSTROEM)
C  -1.23835  -0.49522  -0.10236  0.69
C  2.90537  0.25104  0.15879  -0.12
O  -1.30309  -0.87232  1.25336  -0.50
O  -0.15924  -1.25544  -0.58496  -0.64
O  -2.35606  -0.79927  -0.91891  -0.53
O  2.71360  -1.05745  -0.10858  -0.40
O  4.16292  0.46287  0.34557  -0.25
Si  -1.04089  1.47895  -0.25837  0.49
H  -0.79208  -1.73051  1.25502  0.31
H  -0.25965  -1.36734  -1.64622  0.33
H  -2.41534  -1.69857  -1.09939  0.25
H  1.70120  -1.26106  -0.13979  0.46
H  4.73905  -0.42352  0.44294  0.31
H  0.01202  1.76407  0.72227  -0.09
H  -2.19526  2.06243  0.40840  -0.14
H  -0.77687  2.00890  -1.46191  -0.17

Output
Spin multiplicity ... 1
Frontier orbital gap ... 9.3 eV

=====

4.
Molecular formula: C15H56F3IO18P2S2
Method: DFT, ωB97M-V with the def2-TZVPD basis set

Last column: Mulliken charge in e.
CARTESIAN COORDINATES (ANGSTROEM)
C  -2.13679  -2.58684  4.15510  -0.70
C  -1.13153  -2.88240  2.85056  0.23
O  -1.81436  -2.83862  1.56970  -0.46
C  -0.99495  -2.42779  0.43665  0.38
P  -0.12898  -4.07281  -0.01063  0.21
S  1.30637  -4.66124  1.13714  -0.37
C  -2.06057  -2.39546  -0.86478  0.17
O  -3.32302  -2.78508  -0.95156  -0.66
O  -1.08723  -1.90177  -1.89288  -0.08
C  -0.66192  -0.58648  -1.29790  -1.63
I  -2.54049  0.47922  -1.81399  0.12
P  0.56085  0.50896  -2.30352  0.59
C  -0.31022  0.64889  -4.04407  -1.03
C  0.79419  2.24670  -1.55222  -0.27
C  -0.29893  3.37601  -2.01582  -1.02
C  -0.28805  -0.96190  0.28962  2.69
C  -0.93447  0.33421  1.14123  -0.56
C  -2.43699  0.17655  1.70969  0.01
C  -3.14627  1.69146  1.70188  -0.30
S  -5.02146  1.58257  1.53865  -0.27
C  1.24526  -0.70425  0.77569  -0.94
C  2.54197  -1.39256  0.23530  -0.36
C  2.83928  -1.87682  -1.25050  0.96
F  3.91826  -2.93717  -1.14853  -0.37
F  3.54144  -0.75209  -1.97865  -0.26
F  1.80352  -2.45965  -2.08404  -0.09
H  -1.89415  -1.51766  4.56572  0.21
H  -3.25907  -2.66204  3.82312  0.21
H  -1.90652  -3.36562  5.03010  0.18
H  -0.77646  -4.00986  3.01966  0.31
H  -0.17764  -2.22323  2.96857  -0.09
H  0.12529  -4.23680  -1.44984  -0.03
H  -1.19093  -5.07517  0.21590  0.13
H  0.60128  0.75966  -4.80724  0.41
H  -0.90197  -0.33000  -4.29437  0.26
H  -0.93836  1.62818  -4.16192  0.22
H  0.89109  2.28726  -0.38486  0.21
H  1.84698  2.63573  -1.96285  0.43
H  -0.40555  3.50078  -3.19099  0.19
H  -1.35374  3.28533  -1.47129  0.09
H  0.13522  4.42413  -1.64182  0.36
H  -0.27668  0.58847  2.10883  0.39
H  -0.84778  1.34709  0.51393  -0.25
H  -2.43592  -0.14880  2.84105  -0.04
H  -3.13776  -0.56300  1.10490  0.05
H  -2.75300  2.37588  0.83779  0.10
H  -2.86616  2.23643  2.72486  0.39
H  -5.32091  0.40976  0.80043  0.13
H  1.39964  0.48185  0.72502  0.30
H  1.23610  -0.92404  1.95463  0.11
H  2.84759  -2.28857  0.96963  -0.25
H  3.43492  -0.61745  0.46378  0.07
O  -2.51146  -4.86692  -3.31131  -0.59
H  -2.08340  -5.58674  -2.82400  0.31
H  -2.98615  -4.37111  -2.62733  0.27
O  5.17923  1.21905  0.96340  -0.64
H  5.92014  0.59565  0.92790  0.32
H  5.13038  1.57598  0.06385  0.30
O  -2.13260  4.44992  -4.31254  -0.57
H  -2.78293  5.16704  -4.27188  0.30
H  -1.98898  4.31775  -5.26169  0.26
O  4.74942  -2.55809  2.21100  -0.56
H  4.82688  -3.40827  2.66930  0.30
H  4.57277  -2.80370  1.29042  0.33
O  2.73782  4.47314  -1.71605  -0.49
H  3.53398  4.15286  -1.26618  0.31
H  3.06801  5.15775  -2.31710  0.19
O  -1.47220  -4.29016  7.17182  -0.62
H  -1.22112  -4.12858  8.09360  0.32
H  -1.27062  -5.22809  7.03531  0.27
O  -3.93571  6.35040  -5.60064  -0.58
H  -4.58604  7.06752  -5.55998  0.27
H  -3.79209  6.21823  -6.54979  0.31
O  -3.88360  8.00376  -8.08521  -0.62
H  -4.53392  8.72088  -8.04456  0.31
H  -3.73997  7.87158  -9.03436  0.31
O  2.92940  5.32534  1.32354  -0.66
H  3.00686  4.47516  1.78184  0.32
H  2.75275  5.07973  0.40297  0.34
O  0.00719  -5.32651  -5.58336  -0.65
H  0.43524  -6.04632  -5.09604  0.31
H  -0.46750  -4.83070  -4.89938  0.32
O  2.26223  -5.30955  -2.97169  -0.64
H  2.09762  -4.37506  -2.77555  0.34
H  3.20701  -5.34108  -3.18474  0.29
O  -1.50350  -0.49118  6.24249  -0.65
H  -1.73347  -1.28355  6.75052  0.30
H  -1.41933  0.20161  6.91477  0.29
O  4.06776  7.08203  -3.15706  -0.62
H  3.34384  7.70391  -3.32449  0.32
H  4.80672  7.64936  -2.89048  0.31
O  5.10416  -1.09599  5.04479  -0.64
H  4.45384  -0.37887  5.08545  0.31
H  5.24778  -1.22816  4.09564  0.31
O  -2.21688  -3.54399  10.13834  -0.62
H  -3.06833  -3.17280  9.86250  0.32
H  -2.42164  -4.01319  10.96109  0.31

Output
Spin multiplicity ... 1
Frontier orbital gap ... 7.4 eV

=====

5.
Molecular formula: C18H24I3N3O8
Method: DFT, ωB97M-V with the def2-TZVPD basis set

Last column: Mulliken charge in e.
CARTESIAN COORDINATES (ANGSTROEM)
C  3.70206  0.84655  -0.32022  -1.48
C  3.01239  1.42882  -1.54596  1.01
O  3.60375  1.95816  -2.35637  -0.53
N  1.70392  1.15538  -1.85579  0.48
C  0.82537  0.62994  -1.02342  -0.18
C  0.77665  -0.88559  -1.16380  0.00
C  0.03029  -1.56238  -0.32192  1.18
C  -0.93573  -0.93376  0.66729  -1.51
C  -0.64549  0.39952  0.86038  2.26
C  0.29098  1.12856  0.11590  -0.28
I  0.67132  2.91358  0.36289  0.27
C  -1.38911  1.04760  1.91252  -1.10
O  -2.56215  1.50727  1.96563  -0.62
N  -0.49653  1.49986  3.06011  0.33
H  0.35109  1.31313  2.99955  0.26
C  -0.88292  2.12112  4.22204  -0.83
H  -0.56134  3.29786  4.42743  0.21
H  -2.01398  2.20228  4.12757  0.33
C  -0.76884  1.18313  5.52989  -0.09
O  0.85224  1.20836  5.70196  -0.62
H  0.94916  2.19933  5.82955  0.31
C  -0.85717  -0.37427  5.16829  -0.60
O  -0.12584  -0.96150  4.31615  -0.30
H  0.90912  -0.87996  4.66567  0.39
H  -2.28237  -0.40969  4.72349  0.07
H  -1.02325  -0.75930  6.24881  0.31
H  -1.14844  1.79318  6.32222  0.48
I  -2.25767  -2.10085  2.01925  0.04
C  -0.20644  -3.12507  -0.47517  -0.86
O  0.59646  -3.86004  -0.04976  -0.45
N  -1.61306  -3.58792  -0.94277  0.10
H  -2.26581  -2.75216  -1.37929  0.30
C  -1.81593  -4.91848  -1.19717  -0.86
H  -2.83781  -4.97437  -1.05871  0.44
H  -1.14051  -5.41666  -0.61172  0.43
C  -1.52565  -5.40415  -2.63208  -0.64
O  -0.36284  -4.76769  -3.09719  -0.51
H  0.66917  -5.22740  -2.31523  0.31
H  -1.62134  -6.33740  -2.87035  0.49
H  -2.07412  -4.83252  -3.43345  0.25
I  1.84137  -1.95285  -2.51840  0.12
C  1.38506  1.30526  -3.20877  -1.36
H  2.03735  1.60055  -3.96429  0.80
H  0.57240  0.76052  -3.55372  0.40
C  0.27204  2.67757  -3.22688  0.26
O  -0.85227  2.60524  -2.15409  -0.42
H  -1.44640  3.25873  -2.46987  0.34
C  -0.11159  3.33594  -4.38164  -0.74
O  -1.13102  4.23017  -4.40778  -0.45
H  -0.42617  4.95809  -4.20673  0.39
H  0.65762  3.36247  -5.12981  0.46
H  -0.80484  2.36149  -4.95612  0.22
H  0.77292  3.53745  -2.52957  0.05
H  4.81311  1.02869  -0.35144  0.33
H  3.46687  -0.12990  -0.11284  0.39
H  3.42390  1.29809  0.57574  0.40

Output
Spin multiplicity ... 1
Frontier orbital gap ... 8.2 eV

=====

6.
Molecular formula: C5H8O2
Method: DFT, ωB97M-V with the def2-TZVPD basis set

Last column: Mulliken charge in e.
CARTESIAN COORDINATES (ANGSTROEM)
C  2.33943  0.29668  -0.17994  -0.14
C  1.27384  -0.23834  -0.35433  -0.88
C  -0.20016  -0.42697  -0.25586  1.45
C  -0.58190  -1.60002  0.63676  -1.47
O  -0.83287  -0.55509  -1.49964  -0.61
C  -0.62589  0.92107  0.34924  -0.76
O  -0.44511  1.94197  -0.61706  -0.56
H  3.12742  0.96254  0.07480  0.40
H  -1.65185  -1.56221  0.87212  0.35
H  -0.01953  -1.54038  1.57094  0.35
H  -0.37340  -2.56731  0.16614  0.38
H  -0.80466  0.34539  -1.86946  0.43
H  -0.05021  1.10596  1.26517  0.36
H  -1.69472  0.86290  0.55878  0.38
H  0.50806  2.09810  -0.71808  0.33

Output
Spin multiplicity ... 1
SMILES ... C#C[C@](C)(O)CO
Frontier orbital gap ... 11.1 eV

=====

We obtain relative energy (zero: lowest compared OMol25 entry of this formula, charge and spin) values of 168.13, 297.31, 747.45, 901.97, 1687.64, 244.79 kJ/mol for the records listed above, in that order.
We obtain LUMO level values of 3.929, -5.759, 0.186, -0.271, -0.354, 0.795 eV for the records listed above, in that order.
We obtain HOMO values of -2.07, -15.25, -9.08, -7.68, -8.59, -10.29 eV for the records listed above, in that order.